A molecular structure, C4H5KLiO2 at a distorted geometry. Source: the Open Molecules 2025 dataset; level of theory: ωB97M-V/def2-TZVPD.

```
13
Properties=species:S:1:pos:R:3:forces:R:3:nbo_charge:R:1
H 2.442007 2.101971 0.490184 -0.39 0.57 -0.47 -0.845
C -1.222310 0.728868 0.198892 -1.63 0.85 -3.54 0.800
C -1.455003 -0.746388 0.204703 0.06 -0.47 1.29 -0.558
C -0.057608 -1.340092 0.039666 0.12 -0.34 0.81 -0.596
C 0.863971 -0.233979 -0.341789 0.00 -0.25 -0.98 0.292
O 0.127553 0.826292 -0.552253 0.27 0.35 1.35 -0.617
O -1.897353 1.695582 0.158016 1.06 -0.87 1.18 -0.425
Li 1.170072 2.578536 -0.706506 0.22 -0.11 0.64 0.879
K 3.700668 0.325829 -0.250863 0.51 -0.28 0.04 0.940
H -2.137760 -0.980257 -0.622687 0.12 0.30 0.22 0.290
H -1.937051 -1.009355 1.154951 0.04 -0.19 -0.36 0.279
H 0.094830 -2.115092 -0.727857 -0.34 0.24 0.02 0.289
H 0.307988 -1.831911 0.955543 -0.03 0.19 -0.20 0.273
```
Forces are in eV/Å.

Output
- Net charge: +1
- HOMO-LUMO gap: 7.69 eV
- Max |F|: 0.0775 Eh/bohr
- Total energy: -24845.6834 eV
- E_HOMO: -11.41 eV